w | One molecule with the formula C14H18N2O6. Source: the Open Molecules 2025 dataset; level of theory: wB97M-V/def2-TZVPD.

Each line ends with the Mulliken charge.
Element x y z (Å)
C (-5.0226, -0.8885, -2.1205)  -1.36
H (-4.5387, -1.6259, -2.7570)  0.34
H (-5.5996, -0.2168, -2.7509)  0.39
H (-5.7083, -1.4078, -1.4545)  0.33
C (-3.9850, -0.1095, -1.3212)  -0.17
C (-3.1615, -1.0367, -0.4303)  -1.20
H (-2.6020, -1.7403, -1.0510)  0.35
H (-3.8382, -1.6127, 0.2052)  0.41
C (-2.1744, -0.2797, 0.4734)  0.83
C (-1.1674, 0.4352, -0.4069)  0.09
O (-0.2050, -0.0928, -0.9058)  -0.60
O (-1.4581, 1.7192, -0.5807)  -0.51
H (-0.7666, 2.1704, -1.0960)  0.48
H (-2.7145, 0.4749, 1.0508)  0.43
C (-1.4432, -1.2551, 1.4045)  -0.96
H (-2.1699, -1.9315, 1.8569)  0.49
H (-0.7545, -1.8494, 0.7994)  0.33
C (-0.6787, -0.5420, 2.5302)  -1.06
C (0.3033, 0.4510, 1.9528)  0.44
O (0.0773, 1.6545, 1.9681)  -0.68
N (1.4060, -0.1104, 1.4175)  0.20
C (2.4495, 0.4145, 0.6262)  0.44
C (3.5423, -0.4221, 0.4587)  -0.14
C (4.6187, -0.0545, -0.3356)  -0.55
C (4.6181, 1.1686, -1.0001)  -0.52
C (3.5386, 2.0010, -0.8436)  -0.72
C (2.4400, 1.6604, -0.0408)  0.43
O (1.4447, 2.5432, -0.0008)  -0.72
H (0.8382, 2.3589, 0.7745)  0.43
H (3.4945, 2.9537, -1.3466)  0.44
H (5.4567, 1.4386, -1.6216)  0.48
N (5.7257, -0.9503, -0.4724)  1.02
O (5.6816, -2.0025, 0.1360)  -0.63
O (6.6472, -0.6083, -1.1850)  -0.64
H (3.5716, -1.3877, 0.9432)  0.51
H (1.4882, -1.1122, 1.5309)  0.22
H (-1.3801, 0.0121, 3.1556)  0.37
H (-0.1616, -1.2785, 3.1477)  0.39
H (-3.3259, 0.4225, -2.0093)  0.31
H (-4.4865, 0.6365, -0.7011)  0.31

The value obtained for the orbital gap is 8.562 eV. As for the SMILES: CCC[C@@H](CCC(=O)Nc1cc([N+](=O)[O-])ccc1O)C(=O)O. Its spin multiplicity is 1.



x | One molecule with the formula C14H18N2O6. Source: the Open Molecules 2025 dataset; level of theory: wB97M-V/def2-TZVPD.

Each line ends with the Mulliken charge.
Element x y z (Å)
C (1.7575, 1.8880, -0.0523)  0.05
C (0.9969, 0.9301, 0.8184)  0.33
C (2.6151, 1.3600, -1.2534)  -1.18
C (4.0010, 0.6725, -0.6874)  -0.60
C (3.6545, -0.8443, -0.7030)  0.59
C (0.0414, -1.2374, 0.9676)  0.18
C (0.1183, -2.3612, -0.0767)  0.07
C (-1.3220, -1.1433, 1.5927)  -1.20
C (-2.4399, -0.5154, 0.6727)  0.78
C (-2.3403, 0.6389, -0.1523)  -0.53
C (-3.5967, -1.2568, 0.7836)  -0.73
C (-3.4270, 1.0765, -0.8847)  -0.50
C (-4.7302, -0.5663, 0.2012)  -0.54
C (-4.6687, 0.4667, -0.6808)  0.73
H (2.5553, 2.6921, 1.7891)  0.24
H (2.9363, 3.5696, 0.2988)  0.22
H (0.9450, 2.5931, -0.4539)  0.21
H (2.6413, 2.1741, -1.9460)  0.62
H (1.8226, 0.6487, -1.6413)  0.36
H (4.1024, 0.9444, 0.4310)  0.30
H (4.8174, 0.8217, -1.3365)  0.44
H (3.2715, -2.0393, 0.5307)  0.42
H (0.6827, -0.0879, -0.7794)  0.41
H (0.6998, -1.5914, 1.7807)  0.34
H (-1.2235, -0.6586, 2.5408)  0.56
H (-1.6554, -2.3046, 1.9193)  0.24
H (-1.4108, 1.1899, -0.0718)  0.52
H (-3.8911, -2.2451, 1.2842)  0.22
H (-3.4643, 1.8815, -1.6674)  0.16
H (-5.5999, -1.2832, 0.2520)  0.24
H (-5.5826, 1.4013, -1.9914)  0.31
H (1.6341, -3.0624, -1.0915)  0.32
N (2.7451, 2.6383, 0.7064)  -0.51
N (0.5760, -0.1478, 0.2115)  0.19
O (0.7706, 1.0901, 1.9655)  -0.66
O (3.2142, -1.4456, -1.6458)  -0.59
O (3.9409, -1.3783, 0.5117)  -0.49
O (-0.7803, -2.7939, -0.7763)  -0.57
O (-5.8196, 0.9861, -1.1381)  -0.53
O (1.4123, -2.7008, -0.2280)  -0.42

The value obtained for the orbital gap is 9.050 eV. As for the SMILES: N[C@@H](CCC(=O)O)C(=O)N[C@@H](Cc1ccc(O)cc1)C(=O)O. Its spin multiplicity is 1.



Least stable = x



w | An isolated ion of composition C2H5N2O2 and charge +1. Source: the Open Molecules 2025 dataset; level of theory: wB97M-V/def2-TZVPD.

Each line ends with the Mulliken charge.
Element x y z (Å)
C (1.1148, 0.3636, -0.3473)  0.11
C (-1.4071, -0.3669, 0.5754)  0.35
N (0.1415, 0.7979, -1.0515)  -0.56
N (0.8374, -0.1678, 0.9176)  -0.25
O (-0.3593, -0.9343, 0.9788)  -0.16
O (-2.4321, -1.0179, 0.1520)  -0.35
H (2.1858, 0.7284, -0.3966)  0.35
H (-1.3870, 0.7315, 0.5100)  0.45
H (0.5480, 1.1813, -1.9257)  0.28
H (1.6040, -0.7551, 1.5527)  0.36
H (-2.4356, -2.0247, 0.1172)  0.42

The value obtained for the orbital gap is 10.384 eV. The total charge is +1. Its spin multiplicity is 1.



x | C2H5N2O2 as an isolated structure. Source: the Open Molecules 2025 dataset; level of theory: wB97M-V/def2-TZVPD.

Each line ends with the Mulliken charge.
Element x y z (Å)
C (1.3925, -0.7801, -0.0106)  -0.31
C (0.7837, 0.7154, 0.0928)  -0.40
N (0.0270, -1.1947, 0.1523)  -0.35
N (-0.3894, -0.0378, 0.1806)  0.87
O (-2.9649, 0.0342, 0.0217)  -0.19
O (-1.6539, 0.5260, 0.2913)  -0.20
H (2.0520, -1.1408, -0.9102)  0.31
H (1.9796, -1.1548, 0.8255)  0.28
H (1.0886, 1.2178, 1.0492)  0.29
H (0.7293, 1.3709, -0.8279)  0.30
H (-3.0445, 0.4440, -0.8648)  0.39

The value obtained for the orbital gap is 11.026 eV. The total charge is +1. Its spin multiplicity is 1.



Least stable = x



w | One molecule with the formula C17H27NO2. Source: the Open Molecules 2025 dataset; level of theory: wB97M-V/def2-TZVPD.

Each line ends with the Mulliken charge.
Element x y z (Å)
C (1.0273, 5.1505, 2.9910)  -1.30
C (0.3818, 3.7858, 3.1990)  -0.34
C (1.2041, 2.6641, 2.5693)  -0.79
C (0.5469, 1.2981, 2.7486)  -0.68
C (1.3540, 0.1805, 2.0936)  -0.26
C (0.6461, -1.1662, 2.2240)  -0.50
C (1.5047, -2.3569, 1.7973)  -1.12
C (1.8402, -2.3687, 0.3070)  -0.77
C (0.6180, -2.6169, -0.5598)  0.71
O (-0.4930, -2.8470, -0.1364)  -0.66
N (0.8985, -2.6114, -1.8910)  -0.16
H (1.8110, -2.3146, -2.1999)  0.27
C (-0.1536, -2.6260, -2.8759)  -0.69
C (-0.1845, -1.3016, -3.6634)  -0.60
O (0.1016, -0.1812, -2.8614)  -0.48
C (-0.8249, 0.2901, -1.9703)  0.60
C (-2.1097, -0.2060, -1.7987)  -0.30
C (-2.9505, 0.3764, -0.8645)  -0.75
C (-2.5338, 1.4565, -0.1103)  -0.63
C (-1.2566, 1.9625, -0.2935)  -0.35
C (-0.4052, 1.3808, -1.2089)  -0.34
H (0.5933, 1.7599, -1.3647)  0.44
H (-0.9238, 2.8163, 0.2771)  0.49
H (-3.1983, 1.9037, 0.6135)  0.41
H (-3.9441, -0.0252, -0.7314)  0.39
H (-2.4719, -1.0395, -2.3787)  0.31
H (-1.1438, -1.1922, -4.1837)  0.36
H (0.6166, -1.3011, -4.4097)  0.37
H (-0.0159, -3.4551, -3.5782)  0.35
H (-1.0777, -2.7830, -2.3149)  0.33
H (2.2930, -1.4211, 0.0099)  0.35
H (2.5625, -3.1633, 0.0999)  0.46
H (2.4361, -2.3560, 2.3693)  0.43
H (0.9623, -3.2748, 2.0309)  0.37
H (-0.2692, -1.1563, 1.6316)  0.15
H (0.3628, -1.3120, 3.2692)  0.50
H (1.4947, 0.4262, 1.0392)  -0.01
H (2.3406, 0.1236, 2.5621)  0.34
H (0.4357, 1.0883, 3.8152)  0.49
H (-0.4524, 1.3143, 2.3083)  0.15
H (1.3309, 2.8652, 1.5027)  0.24
H (2.1993, 2.6504, 3.0210)  0.54
H (-0.6199, 3.7874, 2.7624)  0.31
H (0.2723, 3.5951, 4.2690)  0.34
H (0.4264, 5.9338, 3.4473)  0.39
H (2.0192, 5.1750, 3.4374)  0.31
H (1.1260, 5.3684, 1.9294)  0.32

The value obtained for the orbital gap is 9.353 eV. As for the SMILES: CCCCCCCCC(=O)NCCOc1ccccc1. Its spin multiplicity is 1.



x | One molecule with the formula C17H27NO2. Source: the Open Molecules 2025 dataset; level of theory: wB97M-V/def2-TZVPD.

Each line ends with the Mulliken charge.
Element x y z (Å)
C (-3.0091, -1.5554, -0.4332)  -1.07
O (-2.3943, -0.3687, -0.8647)  -0.25
C (-1.6897, -0.3910, -2.0338)  0.80
C (-1.4734, -1.5140, -2.8122)  -0.52
C (-0.7234, -1.4279, -3.9780)  -0.70
C (-0.1907, -0.2193, -4.3688)  -0.83
C (-0.4021, 0.9174, -3.6000)  -0.58
C (-1.1492, 0.8516, -2.4365)  0.89
O (-1.4527, 1.9022, -1.6235)  -0.51
C (-0.7011, 3.0929, -1.7070)  -0.82
C (0.7509, 2.9524, -1.2386)  -0.60
H (1.2378, 2.1555, -1.8054)  0.36
C (0.8867, 2.6614, 0.2564)  -0.82
H (0.2928, 3.3739, 0.8305)  0.19
H (1.9318, 2.7970, 0.5425)  0.35
C (0.4405, 1.2428, 0.6231)  -0.16
N (0.5650, 1.0183, 2.0532)  0.16
C (-0.4370, 0.1308, 2.6077)  -1.18
C (-0.1992, -1.3449, 2.2651)  -0.28
C (1.1781, -1.7805, 2.7669)  0.49
C (1.4669, -3.2356, 2.4085)  -1.73
H (0.7179, -3.8930, 2.8452)  0.41
H (1.4545, -3.3712, 1.3285)  0.35
H (2.4453, -3.5342, 2.7793)  0.43
C (2.2338, -0.8441, 2.1777)  -0.70
C (1.8889, 0.6196, 2.4895)  -0.95
H (2.6242, 1.2819, 2.0285)  0.36
H (1.9330, 0.7720, 3.5737)  0.47
H (2.2790, -0.9893, 1.0957)  0.21
H (3.2190, -1.0783, 2.5862)  0.45
H (1.1954, -1.6786, 3.8591)  0.27
H (-0.2495, -1.4734, 1.1817)  -0.04
H (-0.9798, -1.9595, 2.7183)  0.52
H (-1.4181, 0.4496, 2.2495)  0.49
H (-0.4149, 0.2537, 3.6966)  0.45
H (1.0207, 0.5222, 0.0245)  0.03
H (-0.6095, 1.1274, 0.3562)  0.29
H (1.2599, 3.8908, -1.4699)  0.43
H (-0.7282, 3.4959, -2.7288)  0.37
H (-1.2334, 3.7883, -1.0522)  0.46
H (0.0175, 1.8560, -3.9263)  0.33
H (0.3935, -0.1460, -5.2735)  0.38
H (-0.5617, -2.3150, -4.5712)  0.38
H (-1.8794, -2.4693, -2.5192)  0.40
H (-2.2757, -2.3445, -0.2341)  0.39
H (-3.5195, -1.3012, 0.4945)  0.25
H (-3.7417, -1.9185, -1.1619)  0.40

The value obtained for the orbital gap is 8.791 eV. As for the SMILES: COc1ccccc1OCCCCN1CCC(C)CC1. Its spin multiplicity is 1.



Least stable = x



w | A 2-piece molecular cluster, C3H4INS overall. Source: the Open Molecules 2025 dataset; level of theory: wB97M-V/def2-TZVPD.

Each line ends with the Mulliken charge.
Element x y z (Å)
C (1.4515, -0.0511, -0.7143)  -0.41
C (1.3936, 1.1522, -0.9390)  -0.34
C (-0.5032, -0.7213, 1.1572)  -0.47
N (-1.1103, 0.4381, 0.9965)  -0.24
S (-0.8490, 1.8425, 1.8638)  -0.31
I (0.7682, -0.9627, 2.7871)  0.17
H (1.7140, -1.0534, -0.9177)  0.39
H (0.8449, 1.9770, -1.0670)  0.37
H (-0.5732, -1.5452, 0.3859)  0.51
H (-1.3658, 0.6876, -0.0260)  0.32

The value obtained for the orbital gap (alpha / beta) is 7.707 / 7.706 eV. As for the SMILES: [S-]/[NH+]=C\I.C#C. Its spin multiplicity is 1.



x | A 2-piece molecular cluster, C3H4INS overall. Source: the Open Molecules 2025 dataset; level of theory: wB97M-V/def2-TZVPD.

Each line ends with the Mulliken charge.
Element x y z (Å)
C (-1.3032, 0.2400, -0.8435)  -0.33
C (-0.4116, 0.4102, 1.1803)  -0.09
C (-0.3457, 1.1338, -1.1152)  -0.18
N (-1.2956, -0.1739, 0.4599)  -0.53
S (0.5808, 1.5638, 0.3053)  -0.10
I (3.0767, -2.2816, 0.0523)  -0.10
H (-1.9067, -0.0465, -1.6594)  0.38
H (2.2630, -2.7336, 1.4224)  0.10
H (-0.3201, 0.1944, 2.2055)  0.44
H (-0.3376, 1.6934, -2.0076)  0.42

The value obtained for the orbital gap is 9.985 eV. As for the SMILES: c1cscn1.I. Its spin multiplicity is 1.



Least stable = w